Entry from the Open Molecules 2025 dataset: a cluster of 21 separate species, C37H118N20O31 in total at a distorted geometry (wB97M-V/def2-TZVPD).

Geometry as XYZ:
```
206
Properties=species:S:1:pos:R:3:mulliken_charge:R:1
C 10.503 18.111 14.126 0.50
O 10.161 18.824 13.209 -0.75
N 9.763 17.475 14.905 -0.21
N 11.711 17.992 14.528 0.19
H 10.056 16.949 15.715 0.13
H 8.772 17.512 14.713 0.27
H 12.450 18.478 14.041 -0.14
H 11.920 17.261 15.192 0.03
C 17.132 12.831 15.122 -0.34
O 17.664 12.108 14.310 -1.13
N 16.597 12.444 16.220 0.38
N 17.027 14.131 15.097 2.86
H 16.384 13.085 16.971 0.00
H 16.566 11.449 16.392 0.33
H 16.412 14.671 15.688 -0.59
H 17.435 14.598 14.300 -1.44
C 16.944 16.761 13.025 0.55
O 17.851 15.951 13.163 1.17
N 17.148 18.066 12.864 1.04
N 15.709 16.325 12.915 1.50
H 16.391 18.735 12.879 -0.97
H 18.103 18.351 12.701 -0.08
H 14.930 16.968 12.903 -0.49
H 15.505 15.337 12.955 -0.67
C 19.951 12.558 17.748 0.54
O 19.958 12.511 18.971 -0.73
N 20.354 13.508 16.955 0.10
N 19.607 11.501 17.120 -0.27
H 20.315 13.329 15.962 -0.08
H 20.532 14.398 17.398 0.16
H 19.098 10.789 17.625 0.26
H 19.263 11.578 16.173 0.02
C 24.581 18.384 11.903 0.85
O 24.814 17.501 12.675 -0.72
N 25.427 19.270 11.557 -0.40
N 23.413 18.590 11.290 -0.25
H 26.317 19.203 12.029 0.28
H 25.211 19.970 10.861 0.16
H 23.346 19.431 10.735 0.18
H 22.584 18.015 11.335 -0.22
C 14.477 24.392 11.527 0.41
O 14.640 25.405 12.127 -0.69
N 13.355 23.920 11.161 -0.32
N 15.468 23.595 11.177 -0.13
H 13.322 22.952 10.876 0.11
H 12.470 24.379 11.324 0.26
H 16.424 23.911 11.255 0.10
H 15.272 22.610 11.074 0.57
C 14.258 15.900 8.236 0.64
O 13.171 15.844 7.679 -0.77
N 14.379 15.811 9.521 0.67
N 15.393 16.143 7.636 -0.12
H 13.530 15.693 10.056 -0.09
H 15.260 15.469 9.876 -0.30
H 15.215 16.199 6.643 0.21
H 16.353 16.095 7.947 0.05
C 20.916 11.862 13.586 0.46
O 21.438 12.945 13.750 -0.81
N 20.741 10.961 14.511 -0.41
N 20.459 11.510 12.448 -0.22
H 20.241 10.104 14.320 0.16
H 21.175 11.155 15.402 0.36
H 19.944 10.652 12.317 0.15
H 20.427 12.203 11.714 0.10
C 21.185 16.209 12.583 0.98
O 20.707 17.207 12.067 -0.70
N 22.396 16.032 12.942 -0.11
N 20.491 15.144 12.745 0.60
H 22.734 15.099 13.129 0.17
H 22.993 16.736 12.531 -0.16
H 20.906 14.329 13.173 0.00
H 19.556 15.116 12.364 -1.05
C 12.696 11.424 14.787 -0.35
C 11.619 10.531 14.224 -0.51
O 10.561 10.550 15.235 -0.53
O 12.736 12.862 14.437 -0.51
H 13.626 10.971 14.446 0.21
H 12.733 11.520 15.873 0.32
H 11.997 9.529 14.018 0.41
H 11.214 10.898 13.281 0.22
H 9.837 9.960 15.013 0.29
H 11.865 13.060 14.084 0.37
C 23.270 18.981 15.638 0.11
C 23.995 20.139 14.960 -0.45
O 24.364 21.104 15.911 -0.58
O 21.930 19.252 15.942 -0.56
H 23.771 18.626 16.538 0.22
H 23.212 18.168 14.914 0.10
H 23.492 20.587 14.104 0.18
H 24.976 19.807 14.620 0.24
H 23.581 21.540 16.254 0.34
H 21.490 18.434 15.701 0.04
C 18.979 16.749 16.269 1.53
C 19.318 17.242 17.664 -0.96
O 20.282 16.437 18.187 -0.66
O 19.959 17.007 15.329 0.35
H 18.025 17.183 15.970 -0.84
H 18.757 15.684 16.201 -0.33
H 18.472 17.256 18.352 0.41
H 19.667 18.268 17.773 0.16
H 21.040 16.385 17.601 0.37
H 19.673 16.689 14.470 -0.40
C 10.897 15.216 11.319 -0.69
C 10.349 14.861 12.719 -0.71
O 10.598 13.538 13.003 -0.48
O 12.282 15.166 11.397 -0.33
H 10.678 16.281 11.256 0.39
H 10.511 14.689 10.447 0.30
H 9.264 14.958 12.728 0.54
H 10.781 15.596 13.398 0.35
H 9.785 13.052 12.846 0.25
H 12.544 14.489 12.025 -0.01
C 19.085 18.994 8.720 -0.37
C 17.537 19.417 8.757 1.23
O 17.115 20.035 7.475 -0.65
O 19.877 20.189 8.952 -0.56
H 19.362 18.691 7.711 0.49
H 19.348 18.208 9.429 -0.31
H 17.341 20.093 9.590 -0.46
H 16.879 18.556 8.879 -0.02
H 16.327 20.559 7.638 0.33
H 20.032 20.556 8.079 0.32
C 19.010 20.627 15.176 1.01
C 19.630 20.717 13.812 0.52
O 19.919 22.055 13.527 -0.56
O 19.860 20.931 16.197 -0.65
H 18.641 19.610 15.308 -0.63
H 18.198 21.351 15.225 -0.15
H 18.806 20.399 13.173 -0.55
H 20.486 20.079 13.590 0.11
H 20.270 22.514 14.293 0.37
H 20.702 20.470 16.204 0.64
C 15.134 11.392 11.572 -0.58
C 14.871 12.966 11.539 0.66
O 14.784 13.685 12.713 -0.11
O 16.504 11.161 11.892 -0.54
H 14.928 11.019 10.568 0.45
H 14.498 10.852 12.273 0.13
H 13.935 13.162 11.017 0.29
H 15.635 13.425 10.911 -0.78
H 14.166 13.254 13.308 -0.37
H 16.728 11.534 12.748 0.37
C 18.459 15.265 9.472 0.63
C 18.358 13.965 10.187 -0.12
O 19.529 13.141 10.061 -0.48
O 18.057 15.155 8.127 -0.60
H 19.515 15.527 9.417 0.73
H 17.955 16.071 10.004 -0.59
H 17.511 13.394 9.808 0.67
H 18.261 14.078 11.267 -0.93
H 19.600 12.812 9.162 0.33
H 18.631 14.539 7.667 0.33
C 15.465 21.578 14.173 -0.25
C 15.774 22.953 14.902 -0.61
O 15.039 22.970 16.172 -0.63
O 15.884 20.365 14.893 -0.16
H 16.073 21.690 13.276 0.17
H 14.394 21.461 14.004 0.46
H 15.560 23.803 14.256 0.30
H 16.848 22.991 15.085 0.18
H 15.585 22.797 16.943 0.34
H 15.356 20.322 15.694 0.14
C 14.168 19.654 10.786 -0.57
C 13.331 19.584 12.089 -0.45
O 14.046 19.034 13.132 1.10
O 14.914 20.833 10.881 -0.45
H 13.517 19.717 9.914 0.59
H 14.850 18.822 10.612 -0.04
H 12.466 18.947 11.903 0.45
H 12.997 20.603 12.285 0.25
H 14.768 19.627 13.355 -1.26
H 15.348 20.975 10.037 -0.08
C 18.446 23.445 9.744 -1.24
C 18.775 24.313 10.978 0.01
C 18.498 25.858 10.768 -0.74
O 19.041 26.645 11.858 -0.33
C 18.600 27.994 11.826 -0.73
N 18.146 23.841 12.162 -0.09
H 18.655 22.385 9.893 0.19
H 19.121 23.837 8.984 0.51
H 17.407 23.623 9.468 0.34
H 19.825 24.179 11.237 0.72
H 17.417 25.982 10.705 0.34
H 18.950 26.095 9.805 0.43
H 19.125 28.588 12.574 0.23
H 17.514 27.999 11.920 0.31
H 18.855 28.384 10.841 0.31
H 18.374 24.547 12.847 0.23
H 18.678 23.009 12.375 -0.28
C 14.998 17.049 16.183 0.61
C 14.164 15.957 16.761 0.72
C 14.692 15.437 18.115 -1.41
O 15.902 14.766 17.895 -0.17
C 16.404 14.185 19.069 -0.89
N 12.759 16.408 16.880 -0.20
H 14.527 17.278 15.227 -0.46
H 16.069 16.845 16.160 -1.10
H 14.966 17.958 16.783 0.80
H 14.085 15.135 16.049 -0.07
H 13.932 14.824 18.600 0.35
H 14.873 16.293 18.765 0.41
H 16.530 14.841 19.930 0.35
H 17.472 14.041 18.901 0.06
H 15.868 13.248 19.221 0.32
H 11.997 15.759 17.017 0.27
H 12.731 17.179 17.533 0.19
```

- Frontier orbital gap: 0.309 hartree
- Multiplicity: 1
- DFT total energy: -133557.118 eV